(1)
# C6H9NO

A 2-piece molecular cluster, C6H9NO overall (wB97M-V/def2-TZVPD, the Open Molecules 2025 dataset).

```
! RIJCOSX wB97M-V def2-TZVPD def2/J DEFGRID3
* xyz 0 1
C 2.45631 0.76372 0.34822
C 2.24412 0.06367 -0.91019
C 1.14797 0.46868 -1.61938
N 0.16250 1.17451 -0.99008
C 0.12785 1.60168 0.14082
C 1.41661 1.46367 0.85660
H 3.28096 0.72451 0.99806
H 2.97889 -0.70202 -1.22152
H 0.81211 -0.20490 -2.48698
H -0.86683 2.04670 0.60509
H 1.46739 1.96741 1.78510
C -2.87151 -1.60087 0.42515
O -3.17692 -2.73191 1.24931
H -3.58300 -1.39683 -0.29803
H -2.77805 -0.51210 0.83884
H -1.97453 -1.92835 -0.28532
H -2.18722 -2.92404 1.55362
*
```

Its SMILES is c1ccncc1.CO. Its energy relative to the best compared isomer or geometry (same formula, charge and spin) is 3.171 eV. The orbital gap comes out at 9.8 eV. As for the electronic energy: -363.90771 a.u.


(2)
# C6H9NO

C6H9NO as an isolated structure (wB97M-V/def2-TZVPD, the Open Molecules 2025 dataset).

```
! RIJCOSX wB97M-V def2-TZVPD def2/J DEFGRID3
* xyz 0 1
C 1.93239 0.68299 0.24328
C 0.50812 -0.77969 0.15145
C -0.91596 -0.98277 -0.11229
C -1.55318 -0.03336 1.01089
C -1.07882 1.00485 -0.00426
C 0.45123 0.73376 -0.09077
H 1.97974 0.73010 1.35280
H 2.57830 1.40412 -0.21343
H 2.53109 -1.30125 0.05011
H 0.62158 -0.99546 1.20943
H -1.38026 -1.93750 -0.40182
H -2.62919 -0.25711 1.08907
H -0.96520 0.05934 1.97886
H -1.45834 1.96135 -0.44036
H 0.51448 0.65902 -1.16404
N 1.93172 -0.61590 -0.35090
O -1.42211 0.02926 -1.02427
*
```

Its energy relative to the best compared isomer or geometry (same formula, charge and spin) is 5.703 eV. The orbital gap comes out at 10.3 eV. As for the electronic energy: -363.81465 a.u.


(3)
# C6H9NO

One molecule with the formula C6H9NO (wB97M-V/def2-TZVPD, the Open Molecules 2025 dataset).

```
! RIJCOSX wB97M-V def2-TZVPD def2/J DEFGRID3
* xyz 0 1
C 1.47868 -1.09118 0.11754
C 1.87035 0.27653 -0.51985
N 0.80299 1.26800 0.05294
C -0.05931 0.47366 0.88330
C -0.01515 -0.82463 0.11566
O -1.40026 -1.20961 0.13069
C -1.90495 0.07314 -0.51716
C -0.79324 1.26902 -0.13434
H 1.63376 -2.09451 -0.56304
H 1.92814 -1.52141 1.04378
H 2.81181 0.73263 -0.15107
H 2.15282 0.16781 -1.51592
H -0.22250 0.52139 1.98886
H -0.05738 -0.58998 -0.91014
H -2.36276 -0.05064 -1.53652
H -2.75083 0.36249 0.20113
H -1.01019 2.21380 0.35587
*
```

Its SMILES is C1CN2[C@@H]3[C@@H]1OC[C@@H]32. Its energy relative to the best compared isomer or geometry (same formula, charge and spin) is 7.407 eV. The orbital gap comes out at 10.1 eV. As for the electronic energy: -363.75203 a.u.


(4)
# C6H9NO

One molecule with the formula C6H9NO (wB97M-V/def2-TZVPD, the Open Molecules 2025 dataset).

```
! RIJCOSX wB97M-V def2-TZVPD def2/J DEFGRID3
* xyz 0 1
H -1.07260 2.02864 -1.62218
N -0.07738 1.77867 -1.26661
C -0.20021 0.71216 -0.59224
C 0.94374 -0.10476 -0.21636
C 0.92663 -1.40942 -0.58888
C 2.06295 0.73203 0.41243
C -1.59268 0.10836 -0.29062
C -1.69315 -0.59428 1.02863
O -2.57700 0.29286 -0.97716
H 1.62774 -2.19712 -0.37560
H 0.00317 -1.73265 -0.95847
H 1.83192 0.80922 1.53400
H 3.00561 0.27682 0.19367
H 2.02854 1.60206 -0.25832
H -1.11434 -0.00888 1.81967
H -2.67596 -0.62956 1.26807
H -1.42698 -1.66412 0.88996
*
```

Its SMILES is [H]/N=C(/C(=C)C)C(C)=O. Its energy relative to the best compared isomer or geometry (same formula, charge and spin) is 2.094 eV. The orbital gap comes out at 9.8 eV. As for the electronic energy: -363.94729 a.u.


(5)
# C6H9NO

A 2-piece molecular cluster, C6H9NO overall (wB97M-V/def2-TZVPD, the Open Molecules 2025 dataset).

```
! RIJCOSX wB97M-V def2-TZVPD def2/J DEFGRID3
* xyz 0 1
C -0.03503 -1.97880 1.95412
C 0.36624 -0.75038 2.10217
C 0.33078 0.29570 1.20091
N -0.47800 0.20090 0.10803
C -0.87759 -1.03811 -0.11822
C -0.55652 -2.09598 0.67278
H 0.30357 -2.82091 2.68517
H 1.34968 -0.56574 2.68798
H 0.64778 1.35302 1.22749
H -1.45024 -1.29341 -1.03471
H -0.58790 -3.13517 0.44644
C 0.47002 2.12978 -2.28013
O -0.53177 2.46880 -1.19423
H 0.14209 2.70187 -3.16961
H 1.45243 2.29428 -1.79001
H 0.35337 0.87710 -2.60737
H -0.89891 1.35705 -0.89081
*
```

Its SMILES is c1ccncc1.CO. Its energy relative to the best compared isomer or geometry (same formula, charge and spin) is 4.210 eV. The orbital gap comes out at 9.0 eV. As for the electronic energy: -363.86953 a.u.


(6)
# C6H9NO

One molecule with the formula C6H9NO (wB97M-V/def2-TZVPD, the Open Molecules 2025 dataset).

```
! RIJCOSX wB97M-V def2-TZVPD def2/J DEFGRID3
* xyz 0 1
H 0.95994 -2.17861 0.50654
N 0.57836 -1.60225 1.26341
C -0.36299 -0.83137 0.83741
C -1.07023 0.08594 1.79853
C -0.94778 -0.98357 -0.57166
C -0.62567 -0.07163 -1.48403
C 0.23626 1.08221 -1.05889
C 1.70289 0.82536 -0.82348
O -0.23200 2.21811 -1.12514
H -0.41392 0.92742 2.03658
H -1.29605 -0.45261 2.72282
H -1.99952 0.46925 1.36905
H -1.62060 -1.81850 -0.71386
H -1.10720 0.01382 -2.45055
H 1.97023 1.17191 0.17750
H 2.28035 1.37962 -1.56847
H 1.94793 -0.23512 -0.91577
*
```

Its SMILES is [H]/N=C(C)\C=C/C(C)=O. Its energy relative to the best compared isomer or geometry (same formula, charge and spin) is 1.534 eV. The orbital gap comes out at 9.9 eV. As for the electronic energy: -363.96785 a.u.


Number 1: molar mass 111.1 g mol⁻¹. Number 2: molar mass 111.1 g mol⁻¹. Number 3: molar mass 111.1 g mol⁻¹. Number 4: molar mass 111.1 g mol⁻¹. Number 5: molar mass 111.1 g mol⁻¹. Number 6: molar mass 111.1 g mol⁻¹.